A structure of composition C18H31CoIN2OP2Se2Te2. Source: the OMol25 dataset; level of theory: wB97M-V/def2-TZVPD.

Its expectation value of S² is 0.77. Its LUMO energy (alpha / beta) is 3.919 / 3.917 eV. Its charge is -2. The value obtained for the total energy is -8591.316648 Eh. For the molar mass, the calculation gives 952.36 u. The highest occupied orbital energy (alpha / beta) comes out at 0.13 / 0.10 eV. Its relative energy (zero: lowest compared OMol25 entry of this formula, charge and spin) is 0.0 kJ/mol. The spin multiplicity is 2. The value obtained for the frontier orbital gap (alpha / beta) is 3.789 / 3.818 eV.

Last column: Mulliken charge in e.
Geometry (Å):
Co: 0.105 -0.261 0.326  0.083
C: 3.641 -1.123 1.007  -1.710
P: 2.463 0.181 0.479  1.470
C: 3.507 0.785 -0.937  -1.877
C: 2.722 1.637 1.556  0.236
C: 3.958 2.069 2.021  -0.277
C: 4.059 3.203 2.817  -0.717
C: 2.918 3.925 3.139  -0.831
C: 1.681 3.502 2.668  -0.716
C: 1.574 2.354 1.892  -0.074
P: -0.033 1.730 1.259  1.921
C: -0.609 3.183 0.312  -1.520
C: -1.083 1.797 2.747  -1.457
H: 4.622 -0.703 1.241  0.437
H: 3.768 -1.791 0.151  0.349
H: 3.250 -1.671 1.859  0.387
H: 4.548 0.961 -0.646  0.437
H: 3.085 1.708 -1.334  0.455
H: 3.475 0.052 -1.747  0.453
H: 4.855 1.520 1.757  0.231
H: 5.027 3.524 3.183  0.374
H: 2.989 4.814 3.754  0.362
H: 0.794 4.072 2.917  0.270
H: -0.590 4.097 0.910  0.422
H: -1.620 2.987 -0.047  0.464
H: 0.026 3.291 -0.569  0.393
H: -1.017 2.760 3.256  0.454
H: -0.767 0.993 3.410  0.209
H: -2.118 1.622 2.454  0.393
Se: -1.630 0.584 -1.763  -0.447
Te: -2.859 -0.803 -3.449  -0.590
Te: 0.742 1.038 -5.022  -0.631
Se: 0.626 0.994 -2.521  -0.266
C: 1.760 -0.557 3.639  -1.265
O: 1.274 -0.438 2.367  0.184
H: 1.924 -1.613 3.943  0.228
H: 1.082 -0.136 4.409  0.225
H: 2.736 -0.041 3.786  0.291
N: 0.523 -2.065 -0.098  -0.310
C: 0.835 -3.071 0.372  0.304
N: 1.211 -4.247 0.850  0.163
C: 0.145 -5.236 1.056  -0.665
C: -0.137 -6.001 -0.231  -0.581
C: 1.147 -6.621 -0.784  -0.704
C: 2.227 -5.557 -0.971  -0.573
C: 2.465 -4.800 0.331  -0.541
H: -0.732 -4.709 1.429  0.307
H: 0.491 -5.914 1.843  0.328
H: -0.561 -5.309 -0.964  0.316
H: -0.889 -6.771 -0.041  0.384
H: 0.948 -7.129 -1.729  0.351
H: 1.510 -7.383 -0.082  0.299
H: 1.914 -4.842 -1.738  0.323
H: 3.164 -6.008 -1.310  0.383
H: 3.171 -3.983 0.201  0.184
H: 2.862 -5.470 1.100  0.341
I: -1.650 -2.018 2.894  -0.314
C: -1.660 -0.866 0.994  -1.631
H: -2.438 -0.133 1.201  0.568
H: -2.091 -1.598 0.312  0.718

Forces on atoms 1 to 2 (eV/Å):
0.558 0.263 0.981
-0.135 -0.091 -0.008

***

A cluster of 2 separate species, C18H31N2O4PSi in total. Source: the OMol25 dataset; level of theory: wB97M-V/def2-TZVPD.

Its LUMO energy is -7.436 eV. Its charge is +2. The value obtained for the total energy is -1745.312209 Eh. For the molar mass, the calculation gives 398.52 u. The highest occupied orbital energy comes out at -13.02 eV. The value obtained for the frontier orbital gap is 5.586 eV.

Last column: Mulliken charge in e.
Geometry (Å):
C: -3.968 -0.047 -4.612  -0.558
O: -5.088 -0.694 -4.053  -0.371
C: -4.692 -1.793 -3.244  -0.614
C: -4.116 -1.272 -1.901  0.472
C: -5.046 -1.573 -0.664  -0.862
C: -5.481 -0.288 0.082  -0.705
C: -4.633 0.056 1.333  -0.710
Si: -2.796 0.360 0.969  0.432
P: -2.399 2.159 -0.268  0.762
O: -1.031 2.158 -0.927  -0.581
O: -3.544 2.312 -1.448  -0.453
O: -2.511 3.485 0.734  -0.481
H: -3.356 -0.749 -5.199  0.308
H: -4.361 0.756 -5.241  0.248
H: -3.322 0.416 -3.847  0.144
H: -5.563 -2.436 -3.087  0.369
H: -3.967 -2.387 -3.827  0.293
H: -4.010 -0.180 -1.926  -0.197
H: -3.124 -1.722 -1.725  0.040
H: -5.959 -2.012 -1.093  0.448
H: -4.609 -2.344 -0.019  0.321
H: -6.508 -0.455 0.440  0.357
H: -5.563 0.553 -0.618  0.324
H: -5.034 1.004 1.740  0.353
H: -4.691 -0.686 2.139  0.417
H: -2.320 -0.788 0.158  -0.147
H: -1.963 0.381 2.177  -0.190
H: -3.357 3.128 -1.925  0.323
H: -3.363 3.402 1.175  0.325
C: 7.862 0.582 4.518  -0.865
N: 6.741 0.442 3.558  -0.016
C: 6.828 1.048 2.362  -0.357
C: 5.823 0.910 1.426  -0.591
C: 4.704 0.130 1.713  0.622
C: 4.638 -0.466 2.971  -0.715
C: 5.666 -0.295 3.876  -0.094
C: 3.630 -0.086 0.718  0.818
C: 3.291 -1.374 0.306  -0.709
C: 2.259 -1.566 -0.589  -0.148
N: 1.568 -0.521 -1.070  0.079
C: 1.883 0.733 -0.712  -0.397
C: 2.910 0.976 0.178  -0.766
C: 0.428 -0.730 -1.994  -0.867
H: 8.023 1.641 4.705  0.379
H: 8.745 0.129 4.073  0.376
H: 7.614 0.075 5.445  0.278
H: 7.717 1.632 2.167  0.490
H: 5.934 1.398 0.467  0.513
H: 3.785 -1.066 3.260  0.517
H: 5.642 -0.750 4.856  0.400
H: 3.829 -2.238 0.674  0.516
H: 1.971 -2.553 -0.922  0.414
H: 1.284 1.530 -1.140  0.611
H: 3.122 1.999 0.459  0.520
H: 0.621 -0.173 -2.907  0.373
H: -0.472 -0.364 -1.503  0.261
H: 0.330 -1.788 -2.217  0.288

Forces on atoms 1 to 2 (eV/Å):
-0.118 0.328 -0.037
0.001 -0.318 0.044

***

The molecule C18H31N3. Source: the OMol25 dataset; level of theory: wB97M-V/def2-TZVPD.

Its LUMO energy is 0.868 eV. As for the SMILES: CN(C)c1ccc(CNC2CC(C)(C)NC(C)(C)C2)cc1. The value obtained for the total energy is -868.739228 Eh. For the molar mass, the calculation gives 289.47 u. The highest occupied orbital energy comes out at -7.35 eV. The value obtained for the frontier orbital gap is 8.216 eV.

Last column: Mulliken charge in e.
Geometry (Å):
C: -6.417 -0.744 0.861  -1.121
N: -5.490 0.325 0.577  0.035
C: -4.256 0.019 0.036  1.354
C: -3.418 1.013 -0.487  -0.269
C: -2.170 0.706 -0.987  -0.929
C: -1.694 -0.598 -0.993  0.202
C: -2.515 -1.587 -0.474  -1.161
C: -3.770 -1.294 0.024  -0.275
H: -4.366 -2.105 0.408  0.291
H: -2.176 -2.614 -0.463  0.323
C: -0.331 -0.909 -1.549  -0.772
N: 0.629 0.073 -1.084  -0.090
H: 0.651 0.094 -0.069  0.324
C: 1.981 -0.087 -1.573  -0.315
C: 2.756 -1.290 -1.008  -1.566
H: 3.715 -1.340 -1.528  0.467
H: 2.221 -2.214 -1.227  0.484
C: 2.989 -1.170 0.512  1.632
N: 2.637 0.167 0.966  -0.451
H: 2.860 0.268 1.950  0.533
C: 3.010 1.375 0.244  1.569
C: 2.793 1.174 -1.269  -1.685
H: 3.756 1.086 -1.774  0.451
H: 2.275 2.039 -1.681  0.455
C: 2.069 2.477 0.759  -1.743
H: 2.169 2.587 1.837  0.410
H: 1.039 2.222 0.530  0.328
H: 2.309 3.429 0.292  0.443
C: 4.457 1.830 0.513  -1.852
H: 4.640 2.789 0.035  0.441
H: 4.626 1.942 1.583  0.361
H: 5.178 1.116 0.125  0.380
C: 2.047 -2.125 1.266  -1.739
H: 2.228 -3.155 0.967  0.421
H: 2.209 -2.045 2.339  0.404
H: 1.009 -1.876 1.062  0.362
C: 4.435 -1.578 0.854  -1.887
H: 5.158 -0.987 0.298  0.393
H: 4.594 -2.626 0.607  0.450
H: 4.625 -1.444 1.918  0.357
H: 1.913 -0.203 -2.664  0.708
H: -0.065 -1.949 -1.290  0.328
H: -0.359 -0.844 -2.646  0.342
H: -1.541 1.489 -1.383  0.382
H: -3.738 2.042 -0.511  0.294
C: -6.052 1.635 0.349  -1.106
H: -5.411 2.401 0.792  0.308
H: -6.179 1.858 -0.718  0.365
H: -7.025 1.699 0.831  0.343
H: -6.005 -1.407 1.624  0.310
H: -6.656 -1.339 -0.030  0.365
H: -7.342 -0.325 1.252  0.348

Forces on atoms 1 to 2 (eV/Å):
0.096 -0.101 0.017
-0.280 0.071 0.116

***

A cluster of 2 separate species, C18H31N3O2 in total. Source: the OMol25 dataset; level of theory: wB97M-V/def2-TZVPD.

Its expectation value of S² is 0.75. Its LUMO energy (alpha / beta) is 2.290 / 2.084 eV. Its charge is -1. The value obtained for the total energy is -1019.073365 Eh. For the molar mass, the calculation gives 321.46 u. The highest occupied orbital energy (alpha / beta) comes out at -2.01 / -2.00 eV. The spin multiplicity is 2. The value obtained for the frontier orbital gap (alpha / beta) is 4.301 / 4.089 eV.

Last column: Mulliken charge in e.
Geometry (Å):
C: 0.060 -3.327 -2.394  -0.432
O: 0.767 -2.233 -2.946  -0.439
C: 0.651 -1.071 -2.127  -0.263
C: -0.828 -0.527 -2.042  -0.238
C: -1.493 -0.395 -3.452  -0.544
N: -2.956 -0.203 -3.419  -0.978
C: -3.517 -1.367 -2.901  0.541
C: -4.068 -1.398 -1.567  -0.491
C: -4.562 -2.695 -1.199  -0.308
C: -4.481 -3.767 -2.103  -0.264
N: -4.019 -3.799 -3.374  -0.683
C: -3.563 -2.570 -3.685  -0.141
H: -0.995 -3.347 -2.759  0.084
H: 0.539 -4.268 -2.755  0.268
H: 0.062 -3.350 -1.281  0.219
H: 0.924 -1.384 -1.085  0.130
H: 1.340 -0.261 -2.436  0.199
H: -1.366 -1.196 -1.340  0.045
H: -0.835 0.491 -1.593  0.209
H: -1.074 0.542 -3.908  0.340
H: -1.234 -1.222 -4.160  0.278
H: -4.062 -0.501 -0.937  0.422
H: -4.985 -2.863 -0.194  0.292
H: -4.854 -4.746 -1.731  0.295
H: -3.126 -2.491 -4.702  0.437
C: 0.118 2.344 3.434  -1.678
C: 0.554 1.124 2.574  2.001
C: 1.670 0.336 3.280  -1.481
C: 3.030 1.024 3.230  -0.438
C: 3.399 1.355 1.787  -1.236
C: 2.316 2.175 1.073  1.848
N: 0.955 1.578 1.214  0.071
O: 0.900 0.546 0.424  -0.201
C: 2.346 3.614 1.633  -2.001
C: 2.710 2.348 -0.401  -1.868
C: -0.694 0.225 2.556  -2.063
H: 0.600 2.346 4.413  0.306
H: 0.317 3.302 2.962  0.355
H: -0.960 2.354 3.599  0.474
H: 1.772 -0.652 2.818  0.355
H: 1.395 0.152 4.321  0.410
H: 3.024 1.926 3.849  0.263
H: 3.790 0.365 3.659  0.393
H: 4.348 1.898 1.772  0.394
H: 3.576 0.419 1.246  0.339
H: 1.513 4.203 1.244  0.410
H: 3.265 4.121 1.334  0.438
H: 2.328 3.657 2.721  0.409
H: 2.858 1.396 -0.910  0.294
H: 3.650 2.896 -0.484  0.441
H: 1.949 2.912 -0.944  0.470
H: -1.518 0.709 2.029  0.536
H: -1.023 0.017 3.576  0.463
H: -0.509 -0.740 2.083  0.320

Forces on atoms 1 to 2 (eV/Å):
-0.415 -0.728 -0.533
0.353 0.181 0.402

***

Calculated largest force on an atom in order - 1.2 3.3 0.6 2.9 eV/A